Entry 1:
ORCA calculation (ωB97M-V/def2-TZVPD) on C42H33N3O3S3V as an isolated structure.

Net charge: +1
<S²>: 2.020
LUMO (spin up / spin down), Eh: -0.09656 / -0.09804
Spin multiplicity: 3
E_tot, hartree: -4148.721365
Relative energy (zero: lowest compared OMol25 entry of this formula, charge and spin), kJ/mol: 80.2
Kohn-Sham gap (spin up / spin down), Ha: 0.291 / 0.289

Geometry (Å):
V -0.182 0.327 0.460
N -2.520 -0.641 3.903
C -1.926 -0.038 2.853
S -1.833 -0.985 1.361
N -1.476 1.167 3.000
N -0.855 1.640 1.863
C -0.780 2.920 1.744
C -0.271 3.605 0.584
C -0.034 4.986 0.680
C 0.414 5.712 -0.397
C 0.612 5.065 -1.618
C 0.371 3.715 -1.748
C -0.067 2.961 -0.655
O -0.285 1.655 -0.831
H -3.016 -1.502 3.770
H -2.695 -0.099 4.733
H -1.163 3.512 2.572
H -0.210 5.476 1.630
H 0.603 6.772 -0.302
H 0.950 5.630 -2.477
H 0.502 3.210 -2.696
C 7.138 -0.230 -3.212
C 5.779 -0.420 -2.604
C 4.676 0.280 -3.081
C 3.421 0.094 -2.524
C 3.284 -0.810 -1.483
C 4.365 -1.529 -0.985
C 5.608 -1.320 -1.546
S 1.657 -1.061 -0.884
O 1.593 -0.518 0.574
C 1.473 -2.808 -0.751
C 1.468 -3.445 0.502
C 1.150 -4.770 0.545
C 0.820 -5.480 -0.636
C 0.483 -6.855 -0.596
C 0.163 -7.527 -1.740
C 0.162 -6.859 -2.984
C 0.481 -5.534 -3.058
C 0.815 -4.811 -1.886
C 1.136 -3.430 -1.925
C 1.204 -2.675 -3.218
C 2.389 -2.847 -4.010
C 3.445 -3.699 -3.603
C 4.573 -3.827 -4.365
C 4.709 -3.117 -5.574
C 3.709 -2.284 -5.989
C 2.535 -2.125 -5.218
C 1.506 -1.238 -5.625
C 0.396 -1.070 -4.859
C 0.242 -1.792 -3.651
S -1.216 -1.315 -2.695
O -1.260 -2.149 -1.463
C -2.434 -1.920 -3.847
C -2.580 -3.284 -4.052
C -3.564 -3.732 -4.914
C -4.403 -2.834 -5.577
C -5.474 -3.323 -6.511
C -4.239 -1.471 -5.347
C -3.265 -1.007 -4.476
H 7.103 0.449 -4.062
H 7.543 -1.184 -3.550
H 7.834 0.178 -2.477
H 4.798 0.972 -3.905
H 2.554 0.618 -2.909
H 4.227 -2.250 -0.188
H 6.462 -1.872 -1.175
H 1.688 -2.882 1.398
H 1.137 -5.295 1.491
H 0.483 -7.363 0.360
H -0.091 -8.577 -1.698
H -0.089 -7.406 -3.883
H 0.486 -5.024 -4.013
H 3.359 -4.254 -2.679
H 5.367 -4.487 -4.040
H 5.603 -3.236 -6.171
H 3.802 -1.728 -6.915
H 1.623 -0.687 -6.549
H -0.383 -0.383 -5.167
H -1.941 -3.983 -3.525
H -3.691 -4.795 -5.078
H -5.474 -4.409 -6.582
H -5.330 -2.917 -7.513
H -6.460 -3.005 -6.169
H -4.892 -0.764 -5.844
H -3.157 0.054 -4.284

Atom charges from the Löwdin analysis, given in e for atoms 1 to 2:
1 V 0.763
2 N 0.087

=====

Entry 2:
ORCA calculation (ωB97M-V/def2-TZVPD) on C42H34Cl3N15O5SiW as an isolated structure in a non-equilibrium geometry.

<S²>: 2.017
LUMO (spin up / spin down), Eh: -0.00845 / -0.01863
Spin multiplicity: 3
E_tot, hartree: -4555.739371
Relative energy (zero: lowest compared OMol25 entry of this formula, charge and spin), kJ/mol: 137.2
Kohn-Sham gap (spin up / spin down), Ha: 0.252 / 0.289

Geometry (Å):
W 2.005 -0.130 -0.428
C -1.652 0.846 1.974
O -0.913 1.922 2.548
C 0.381 1.741 2.921
C 0.792 2.550 3.974
C 2.098 2.544 4.441
C 3.025 1.718 3.836
C 2.649 0.922 2.762
C 3.690 0.123 2.109
N 3.523 -0.565 1.058
N 4.624 -1.302 0.630
C 4.467 -1.635 -0.612
O 3.437 -1.289 -1.321
C 5.466 -2.508 -1.268
C 6.821 -2.361 -1.005
C 7.743 -3.161 -1.663
C 7.310 -4.122 -2.568
C 5.952 -4.278 -2.820
C 5.031 -3.460 -2.181
C 1.324 0.904 2.297
O 1.024 0.111 1.265
H -2.684 1.194 1.920
H -1.609 -0.039 2.613
H -1.291 0.600 0.984
H 0.043 3.198 4.410
H 2.379 3.175 5.273
H 4.054 1.692 4.176
H 4.685 0.112 2.550
H 7.144 -1.601 -0.304
H 8.802 -3.028 -1.478
H 8.031 -4.744 -3.085
H 5.611 -5.028 -3.522
H 3.972 -3.546 -2.393
C -1.595 4.727 -1.214
N -0.565 3.773 -0.817
C -0.425 2.487 -1.133
N 0.620 1.987 -0.511
C 1.094 3.049 0.205
N 0.401 4.150 0.055
C -2.738 4.786 -0.230
C -2.903 5.878 0.606
C -3.929 5.897 1.544
C -4.795 4.824 1.655
C -4.638 3.728 0.813
C -3.613 3.710 -0.121
C -5.532 2.569 0.947
N -6.568 2.424 1.687
N -7.012 1.104 1.482
C -6.201 0.584 0.640
O -5.237 1.450 0.248
C -6.126 -0.796 0.140
C -6.968 -1.779 0.652
C -6.796 -3.094 0.253
C -5.778 -3.436 -0.633
C -4.953 -2.455 -1.154
C -3.745 -2.781 -2.001
N -2.540 -2.346 -1.301
C -1.687 -1.367 -1.637
N -0.869 -1.107 -0.640
C -1.298 -1.967 0.325
N -2.302 -2.741 -0.023
C -5.143 -1.134 -0.772
H -1.947 4.440 -2.203
H -1.097 5.691 -1.274
H -1.050 1.963 -1.836
H 1.961 3.014 0.843
H -2.223 6.719 0.531
H -4.044 6.752 2.197
H -5.589 4.815 2.391
H -3.500 2.850 -0.774
H -7.729 -1.502 1.370
H -7.435 -3.866 0.661
H -5.620 -4.474 -0.904
H -3.765 -2.240 -2.946
H -3.684 -3.849 -2.199
H -1.682 -0.886 -2.605
H -0.863 -2.005 1.311
H -4.488 -0.360 -1.159
Cl 3.098 0.392 -4.285
Si 1.549 -0.129 -3.020
Cl -0.135 0.826 -3.912
Cl 1.091 -2.084 -3.768
C 0.440 -5.773 -0.400
N 0.991 -4.522 0.103
C 1.285 -4.217 1.416
C 1.664 -2.913 1.418
N 1.598 -2.418 0.135
C 1.198 -3.409 -0.624
H 0.731 -6.585 0.260
H 0.826 -5.964 -1.399
H -0.646 -5.717 -0.439
H 1.192 -4.937 2.211
H 1.985 -2.301 2.243
H 1.063 -3.359 -1.693
O 3.157 1.372 -0.722
N 4.130 2.140 -0.350
C 4.220 3.248 -0.983
C 3.343 3.624 -2.085
N 2.625 3.869 -2.944
C 5.240 4.174 -0.535
N 6.015 4.946 -0.190

Atom charges from the Löwdin analysis, given in e for atoms 1 to 2:
1 W 1.523
2 C -0.052